Below is a cluster of 2 separate species, CH2N2O3 in total at a distorted geometry, with properties calculated with ωB97M-V with the def2-TZVPD basis set.

LUMO energy (spin up / spin down)	-0.0611 / -0.0704	hartree
net charge	0
energy relative to the best compared isomer or geometry (same formula, charge and spin)	6.5640	eV
E_HOMO (spin up / spin down)	-9.22 / -9.09	eV
frontier orbital gap (spin up / spin down)	7.556 / 7.172	eV
max |F|	7.18	eV/Å

Last column: Mulliken charge in e.
Element x y z (Å)
C -0.9142 0.4790 -0.0162  -0.588
N 0.5548 -1.4147 1.5313  0.201
N 0.2032 0.5349 -0.6816  0.705
O 0.9563 -0.5043 -0.8670  -0.418
O 1.2235 -1.5328 0.5830  0.059
O 0.7687 1.5802 -1.0242  -0.623
H -1.5050 -0.4262 -0.0718  0.362
H -1.2873 1.2839 0.5465  0.301

Force components x, y, z for each atom (eV/Å):
-1.1891 -2.2776 0.4511
3.0237 -0.2148 -4.8693
2.6213 1.4196 -0.3164
-1.5097 -0.4628 -2.1617
-2.7069 -0.7212 6.6140
-0.4828 1.1440 0.2560
0.3613 -0.1123 0.0578
-0.1178 1.2251 -0.0315